A 4-piece molecular cluster, C3H12O3 overall, computed with ωB97M-V/def2-TZVPD.

Output
Frontier orbital gap (hartree): 0.3700
Structure (SMILES): C=CC.O.O.O
LUMO level (eV): 0.53
Energy relative to the best compared isomer or geometry (same formula, charge and spin) (kJ/mol): 81.5

Geometry (Å):
C1 1.62540 0.34154 1.93388
C2 1.48436 0.11076 0.64079
C3 2.32268 -0.85882 -0.12628
H1 0.98129 1.06895 2.41611
H2 2.37226 -0.23043 2.47643
H3 0.72768 0.67208 0.10917
H4 2.04066 -1.89037 0.09458
H5 2.22069 -0.70956 -1.20917
H6 3.38310 -0.72077 0.10434
O1 -2.01518 -2.46478 0.07962
H7 -1.29416 -2.40553 -0.55953
H8 -2.41287 -3.30408 -0.18304
O2 -1.02400 0.83950 -2.12328
H9 -0.77790 1.73034 -2.38729
H10 -1.98364 0.80986 -2.11606
O3 -2.66481 2.68999 0.14318
H11 -1.87612 2.48272 0.65414
H12 -3.10943 1.83861 0.05242

Atom charges from the natural (NBO) analysis, given in e for atoms 1 to 6:
1 C -0.409
2 C -0.172
3 C -0.662
4 H 0.197
5 H 0.188
6 H 0.200